No. 1
110
Properties=species:S:1:pos:R:3 method="wB97M-V/def2-TZVPD" smiles="CC1(C)CCCC(C)(C)N1O.CC1(C)CCCC(C)(C)N1O.NC(N)=O.NC(N)=O.NC(N)=O.NC(N)=O.CCO.CCO" total_energy_ha=-2179.78512 total_charge=0
C 0.442 1.132 -3.868
O 1.332 0.313 -4.253
N 0.550 2.465 -3.912
N -0.688 0.661 -3.423
H 0.932 2.856 -4.719
H -0.319 2.906 -3.675
H -1.357 1.325 -3.059
H -0.699 -0.342 -3.174
C -2.645 3.891 -2.106
O -2.387 2.997 -2.913
N -3.728 4.615 -2.247
N -1.915 4.108 -1.076
H -4.020 5.269 -1.541
H -4.051 4.618 -3.201
H -1.241 3.428 -0.737
H -2.027 4.913 -0.477
C -0.470 2.258 3.800
O 0.489 1.507 3.651
N -0.872 2.713 5.020
N -0.958 3.017 2.837
H -1.792 3.097 5.123
H -0.456 2.161 5.797
H -0.475 2.821 1.933
H -1.058 3.947 3.172
C 1.319 1.867 0.061
O 0.265 2.482 0.310
N 1.956 1.165 1.052
N 1.827 2.028 -1.222
H 2.788 0.603 0.859
H 1.676 1.272 1.996
H 1.428 2.634 -1.911
H 2.667 1.542 -1.562
C -1.558 -0.454 2.086
C -2.181 -1.342 3.186
C -2.471 -2.753 2.582
C -1.234 -3.634 2.295
C -0.395 -3.761 3.600
C -0.080 -2.347 4.179
N -1.397 -1.699 4.378
O -1.217 -0.545 5.169
C 0.547 -2.542 5.630
C 1.059 -1.629 3.338
C -3.463 -0.620 3.626
H -0.914 0.285 2.503
H -2.366 0.014 1.506
H -0.902 -0.901 1.378
H -3.223 -3.256 3.266
H -3.013 -2.595 1.674
H -0.612 -3.234 1.471
H -1.570 -4.589 1.874
H 0.557 -4.286 3.317
H -0.860 -4.326 4.417
H 0.865 -1.574 6.047
H -0.120 -3.001 6.345
H 1.446 -3.176 5.510
H 2.012 -1.949 3.768
H 1.021 -1.838 2.280
H 1.072 -0.525 3.360
H -3.294 0.455 3.917
H -3.879 -1.115 4.503
H -4.196 -0.756 2.832
H -0.473 -0.007 4.797
C -0.598 -4.126 -4.956
C -1.057 -2.808 -4.333
C -2.461 -2.923 -3.734
C -2.478 -3.683 -2.402
C -1.594 -2.920 -1.389
C -0.148 -2.803 -1.864
N -0.182 -2.320 -3.230
O 1.163 -2.352 -3.746
C 0.590 -1.732 -1.061
C 0.559 -4.187 -1.637
C -1.016 -1.779 -5.434
H -1.216 -4.419 -5.827
H -0.771 -4.891 -4.188
H 0.424 -4.023 -5.277
H -2.757 -1.868 -3.699
H -3.132 -3.370 -4.454
H -2.114 -4.705 -2.482
H -3.537 -3.721 -2.179
H -1.596 -3.360 -0.414
H -2.022 -1.905 -1.220
H 0.831 -2.022 -0.029
H 1.526 -1.596 -1.570
H -0.002 -0.814 -1.035
H 1.529 -4.170 -2.129
H 0.658 -4.359 -0.550
H -0.102 -4.970 -2.050
H -0.946 -0.708 -5.174
H -1.924 -1.909 -5.975
H -0.197 -1.971 -6.138
H 1.310 -1.380 -4.009
C 6.282 1.437 -0.520
C 5.546 0.369 0.433
O 4.370 -0.102 -0.197
H 5.570 2.250 -0.690
H 6.609 0.983 -1.457
H 7.184 1.847 -0.033
H 5.392 0.870 1.370
H 6.259 -0.429 0.722
H 4.471 -1.009 -0.500
C 2.249 6.600 -0.380
C 0.862 6.403 0.234
O 0.727 7.150 1.393
H 3.014 6.176 0.304
H 2.499 7.657 -0.582
H 2.248 6.015 -1.308
H 0.771 5.327 0.403
H 0.110 6.751 -0.421
H 1.424 6.930 2.041

No. 2
122
Properties=species:S:1:pos:R:3 method="wB97M-V/def2-TZVPD" total_energy_ha=-5491.16723 total_charge=-1
C 7.707 -2.392 -0.095
C 6.819 -3.214 -0.999
O 6.856 -4.390 -0.985
O 6.037 -2.498 -1.841
C 4.663 -2.435 -1.393
C 4.489 -1.590 -0.162
O 5.051 -0.326 -0.336
P 4.582 0.575 1.131
O 3.174 -0.443 1.382
C 3.115 -1.567 0.521
C 1.885 -1.377 -0.353
C 0.633 -1.399 0.510
C -0.614 -1.797 -0.272
O 0.793 -2.229 1.654
H 8.178 -3.046 0.625
H 7.149 -1.622 0.431
H 8.423 -1.873 -0.725
H 4.127 -1.967 -2.214
H 4.302 -3.457 -1.272
H 5.120 -2.047 0.621
H 4.186 1.398 2.266
H 3.893 1.490 0.241
H 5.758 1.448 0.999
H 5.437 -0.233 1.986
H 3.117 -2.488 1.098
H 1.860 -2.119 -1.154
H 1.965 -0.386 -0.794
H 0.472 -0.391 0.888
H -0.419 -2.534 -1.049
H -1.378 -2.226 0.375
H -1.076 -0.945 -0.762
H -0.022 -2.705 1.842
O -1.035 -2.933 5.103
S -0.697 -2.227 6.302
O -1.577 -1.236 6.845
O 0.749 -1.608 6.150
C 0.986 -0.728 5.019
C 0.348 0.634 5.214
C -0.319 -3.389 7.570
H 0.643 -1.196 4.095
H 2.064 -0.615 4.941
H -0.740 0.565 5.233
H 0.632 1.297 4.396
H 0.663 1.076 6.160
H 0.370 -4.130 7.174
H -1.254 -3.859 7.866
H 0.117 -2.857 8.412
O -7.215 -2.980 5.178
S -6.776 -1.779 4.535
O -6.818 -1.654 3.111
O -5.322 -1.408 5.046
C -4.253 -2.369 4.900
C -3.780 -2.472 3.463
C -7.602 -0.396 5.248
H -4.558 -3.344 5.285
H -3.440 -2.008 5.524
H -4.555 -2.886 2.818
H -2.906 -3.118 3.402
H -3.523 -1.486 3.072
H -7.547 -0.471 6.330
H -8.638 -0.434 4.917
H -7.129 0.515 4.892
O 10.832 0.540 -5.377
S 9.989 1.279 -4.485
O 10.195 1.229 -3.074
O 8.472 0.943 -4.814
C 8.056 -0.442 -4.785
C 7.914 -0.986 -3.378
C 9.944 2.967 -4.985
H 8.745 -1.045 -5.381
H 7.088 -0.469 -5.283
H 8.881 -1.024 -2.874
H 7.507 -1.988 -3.405
H 7.260 -0.351 -2.782
H 9.761 3.016 -6.055
H 10.913 3.399 -4.746
H 9.161 3.475 -4.429
O -4.375 0.390 -1.526
S -5.141 1.309 -0.737
O -5.071 1.281 0.689
O -6.665 1.204 -1.192
C -7.262 -0.111 -1.160
C -7.570 -0.572 0.251
C -4.839 2.957 -1.272
H -6.615 -0.820 -1.679
H -8.184 -0.037 -1.735
H -6.660 -0.706 0.830
H -8.100 -1.524 0.234
H -8.180 0.165 0.775
H -4.915 3.008 -2.355
H -3.830 3.220 -0.953
H -5.561 3.617 -0.800
O -1.725 4.357 -0.088
S -1.270 5.041 1.084
O -1.984 6.172 1.591
O 0.259 5.433 0.885
C 0.618 6.206 -0.275
C 0.201 7.659 -0.158
C -1.036 3.882 2.387
H 0.202 5.744 -1.172
H 1.701 6.140 -0.349
H -0.884 7.761 -0.140
H 0.580 8.230 -1.006
H 0.584 8.095 0.766
H -0.469 3.034 2.010
H -2.023 3.563 2.714
H -0.511 4.373 3.202
O -6.129 -0.963 -4.924
S -5.143 -0.182 -5.607
O -5.520 0.694 -6.675
O -3.988 -1.156 -6.122
C -4.363 -2.272 -6.948
C -4.723 -1.855 -8.361
C -4.179 0.712 -4.441
H -5.178 -2.825 -6.477
H -3.495 -2.928 -6.970
H -5.625 -1.244 -8.377
H -4.901 -2.735 -8.981
H -3.921 -1.263 -8.803
H -3.868 0.043 -3.649
H -4.811 1.500 -4.042
H -3.321 1.142 -4.952